(1)
Computed, not measured: a molecular structure, C36H40AuBN6S3 in a non-equilibrium geometry, with ωB97M-V with the def2-TZVPD basis set.

E_HOMO = -13.460 eV
Net charge = +2
E_tot = -83783.20098 eV
HOMO-LUMO gap = 5.121 eV

Geometry as XYZ:
```
87
C36H40AuBN6S3 (ωB97M-V with the def2-TZVPD basis set)
Au 0.16796 -0.03601 0.02631
C 0.44955 -5.44201 -0.08491
C -0.29675 -4.15777 -0.23662
C -1.54470 -3.93743 -0.80114
C -1.81275 -2.57716 -0.64542
N -0.74345 -2.01092 -0.09071
N 0.17571 -2.97114 0.19155
B 1.40198 -2.61482 1.05569
N 2.47258 -1.78374 0.30099
N 2.25943 -0.46211 0.04875
C 3.36795 0.07172 -0.46697
C 4.31417 -0.93977 -0.58403
C 3.72789 -2.08924 -0.06931
C 4.32198 -3.44920 0.08915
C 3.53793 1.52805 -0.65013
C 2.86609 2.42254 0.18354
C 3.10834 3.78650 0.09280
C 4.02052 4.26862 -0.83618
C 4.68550 3.38304 -1.67442
C 4.45128 2.01744 -1.57616
N 0.89233 -1.70963 2.20608
N 0.33667 -0.47728 1.98831
C 0.04793 0.09501 3.18094
C 0.40528 -0.82231 4.16167
C 0.94212 -1.92603 3.52494
C 1.48762 -3.17683 4.12958
C -0.51127 1.43991 3.40985
C -0.49323 2.42140 2.43365
C -1.00561 3.68628 2.67378
C -1.53764 3.98559 3.91852
C -1.54984 3.01477 4.91111
C -1.03695 1.75136 4.66047
C -3.09780 -1.86538 -0.82176
C -4.04006 -2.32676 -1.73604
C -5.30757 -1.76356 -1.78298
C -5.65341 -0.75033 -0.89917
C -4.72071 -0.28888 0.01746
C -3.44600 -0.83684 0.04817
H -0.18075 -6.26707 -0.40833
H 0.74172 -5.61722 0.95060
H 1.35565 -5.44581 -0.69311
H -2.21468 -4.69170 -1.18244
H 1.88758 -3.61170 1.48989
H 5.33158 -0.83665 -0.92697
H 5.38683 -3.40511 -0.12705
H 3.86322 -4.16174 -0.59852
H 4.19078 -3.82921 1.10191
H 2.18511 2.04885 0.94197
H 2.60851 4.47181 0.76813
H 4.23108 5.32901 -0.89009
H 5.40000 3.75498 -2.39755
H 4.97023 1.33051 -2.23565
H 0.32386 -0.68608 5.22688
H 1.39644 -3.11560 5.21113
H 2.54024 -3.31450 3.88164
H 0.93939 -4.05477 3.78777
H -0.05075 2.21350 1.47385
H -0.97707 4.44043 1.89598
H -1.93429 4.97270 4.11836
H -1.96157 3.24077 5.88596
H -1.06460 1.00294 5.44277
H -3.78489 -3.13555 -2.41229
H -6.03470 -2.13346 -2.49460
H -6.65373 -0.33651 -0.91376
H -4.99763 0.47830 0.73226
H -2.74196 -0.50556 0.80477
C -1.78042 0.58354 -4.10151
C -0.72796 -0.38967 -3.60176
S 0.47982 0.09287 -2.32059
C 0.83688 1.82743 -2.71469
C -0.03937 2.89975 -2.04022
S -1.26750 2.20048 -0.91922
C -2.85496 2.92622 -1.39196
C -3.35585 2.49025 -2.77514
S -3.22540 0.70774 -3.03476
H -2.11678 0.20412 -5.06743
H -1.35600 1.57168 -4.27522
H -0.02266 -0.61795 -4.40715
H -1.16455 -1.32952 -3.25466
H 0.78949 1.87246 -3.80401
H 1.87270 1.95373 -2.42271
H -0.56454 3.50893 -2.77613
H 0.60250 3.55563 -1.45956
H -2.74391 4.00805 -1.30635
H -3.53504 2.58984 -0.60856
H -2.81567 3.00535 -3.56850
H -4.40945 2.74644 -2.88076
```

What are the Mulliken partial charges on each atom? They are as follows, in elementary charge units:
1 Au 1.96
2 C -1.41
3 C 0.61
4 C -1.26
5 C -0.84
6 N -0.28
7 N 0.80
8 B -0.87
9 N 0.74
10 N -0.27
11 C -0.43
12 C -1.30
13 C 0.65
14 C -1.43
15 C 0.14
16 C 0.41
17 C -0.92
18 C -0.41
19 C -0.96
20 C -0.25
21 N 0.72
22 N 0.10
23 C -0.44
24 C -1.18
25 C 0.56
26 C -1.48
27 C 1.25
28 C 0.85
29 C -1.09
30 C -0.57
31 C -0.82
32 C -0.93
33 C 1.05
34 C -0.49
35 C -0.85
36 C -0.45
37 C -0.97
38 C -0.01
39 H 0.38
40 H 0.29
41 H 0.23
42 H 0.56
43 H -0.09
44 H 0.57
45 H 0.39
46 H 0.24
47 H 0.29
48 H 0.81
49 H 0.51
50 H 0.45
51 H 0.43
52 H 0.48
53 H 0.53
54 H 0.40
55 H 0.30
56 H 0.31
57 H 0.02
58 H 0.49
59 H 0.44
60 H 0.42
61 H 0.37
62 H 0.42
63 H 0.43
64 H 0.44
65 H 0.50
66 H 0.75
67 C -0.94
68 C -0.92
69 S 0.46
70 C -0.55
71 C -1.12
72 S 0.07
73 C -0.89
74 C -0.92
75 S 0.17
76 H 0.58
77 H 0.30
78 H 0.62
79 H 0.35
80 H 0.81
81 H -0.19
82 H 0.53
83 H 0.54
84 H 0.59
85 H 0.31
86 H 0.40
87 H 0.51


(2)
Computed, not measured: a molecular structure, C29H22FeNOS5 in a non-equilibrium geometry, with ωB97M-V with the def2-TZVPD basis set.

Expectation value of S² = 8.776
E_HOMO (spin up / spin down) = -7.267 / -7.217 eV
2S+1 = 6
E_tot = -122529.63753 eV
HOMO-LUMO gap (spin up / spin down) = 7.287 / 6.267 eV

Geometry as XYZ:
```
59
C29H22FeNOS5 (ωB97M-V with the def2-TZVPD basis set)
Fe 1.14528 -0.73916 1.12146
S 0.35554 -1.61147 -0.84634
C 0.34308 -3.36386 -0.71981
C 0.11770 -4.09626 -1.89085
C 0.05147 -5.47668 -1.86487
C 0.21520 -6.16880 -0.67007
C 0.44547 -5.45875 0.49270
C 0.49880 -4.06843 0.47479
S 0.83759 -3.21716 1.99625
C -0.83539 -2.85171 2.63410
C -1.12302 -1.37952 2.78310
C -2.39270 -0.97379 3.06298
C -2.64791 0.41259 3.34793
C -1.69850 1.33002 3.13185
C -0.40035 0.86674 2.53437
C 0.82480 1.70498 2.93768
S 1.99953 1.67780 1.54157
C 3.58540 1.40473 2.28954
C 4.27463 2.48611 2.82982
C 5.53630 2.31472 3.36416
C 6.11886 1.05126 3.32959
C 5.44575 -0.01858 2.77350
C 4.15958 0.13441 2.23962
S 3.37419 -1.27536 1.56244
N -0.05200 -0.54073 2.71127
H -0.00045 -3.56284 -2.82416
H -0.12258 -6.01807 -2.78522
H 0.17321 -7.24894 -0.64693
H 0.59209 -5.97581 1.43193
H -0.92532 -3.34821 3.60068
H -1.55944 -3.30258 1.95729
H -3.18422 -1.70260 3.15906
H -3.61967 0.70523 3.72341
H -1.85150 2.39084 3.27134
H 1.30978 1.23345 3.79179
H 0.55380 2.73121 3.17818
H 3.80804 3.46301 2.82459
H 6.06551 3.15356 3.79415
H 7.11028 0.90135 3.73652
H 5.90658 -0.99658 2.74761
C -4.26233 3.59662 -7.07328
C -3.67870 3.29384 -5.71857
O -4.19851 3.58326 -4.67765
S -2.13548 2.39849 -5.82288
C -1.81143 2.12911 -4.09931
C -2.40842 1.06310 -3.43923
C -2.14082 0.84398 -2.10158
C -1.26070 1.68937 -1.41917
C -0.66258 2.75863 -2.08822
C -0.94088 2.97626 -3.42448
C -0.95213 1.42359 -0.05639
C -0.59537 1.07973 1.04783
H -4.92620 2.77558 -7.34338
H -3.49393 3.68716 -7.83910
H -4.84581 4.51297 -7.00842
H -3.07899 0.40524 -3.97533
H -2.58668 0.01022 -1.57739
H 0.02324 3.40622 -1.55957
H -0.47967 3.80054 -3.95093
```

What are the Mulliken partial charges on each atom? They are as follows, in elementary charge units:
1 Fe 0.16
2 S -0.12
3 C 0.55
4 C -0.65
5 C -0.51
6 C -0.62
7 C -0.39
8 C 0.04
9 S -0.21
10 C -0.66
11 C 0.60
12 C -0.94
13 C -0.33
14 C -1.77
15 C 3.00
16 C -0.85
17 S -0.22
18 C 0.26
19 C -0.47
20 C -0.65
21 C -0.48
22 C -0.71
23 C 0.60
24 S -0.34
25 N -0.97
26 H 0.44
27 H 0.37
28 H 0.38
29 H 0.42
30 H 0.48
31 H 0.43
32 H 0.45
33 H 0.42
34 H 0.41
35 H 0.55
36 H 0.47
37 H 0.41
38 H 0.38
39 H 0.36
40 H 0.44
41 C -1.09
42 C 0.76
43 O -0.52
44 S -0.22
45 C 0.02
46 C -0.51
47 C -0.21
48 C -0.19
49 C -0.65
50 C -0.47
51 C 0.47
52 C -0.96
53 H 0.27
54 H 0.36
55 H 0.31
56 H 0.42
57 H 0.57
58 H 0.46
59 H 0.44